[1]
A molecular structure, C73H60AsN2O4PS2SbSe4Ti in a non-equilibrium geometry. Source: the OMol25 dataset; level of theory: the ωB97M-V functional and the def2-TZVPD basis.

ORCA input file:
```
! RIJCOSX wB97M-V def2-TZVPD def2/J DEFGRID3
* xyz -1 1
Ti 1.833 0.827 -2.014
C -4.416 -1.053 3.220
C -3.410 -1.148 2.107
C -2.842 -2.377 1.772
C -1.921 -2.475 0.743
C -1.573 -1.334 0.034
C -2.109 -0.101 0.360
C -3.035 -0.018 1.386
S -0.327 -1.519 -1.237
O 0.145 -0.094 -1.408
C -1.353 -1.940 -2.636
C -1.101 -3.260 -3.061
C -1.824 -3.824 -4.067
C -2.827 -3.073 -4.721
C -3.587 -3.627 -5.771
C -4.545 -2.887 -6.413
C -4.752 -1.546 -6.051
C -4.025 -0.978 -5.039
C -3.068 -1.731 -4.317
C -2.331 -1.159 -3.234
C -2.668 0.220 -2.786
C -3.894 0.458 -2.093
C -4.773 -0.595 -1.747
C -5.904 -0.354 -1.015
C -6.214 0.950 -0.591
C -5.387 1.990 -0.917
C -4.205 1.774 -1.659
C -3.302 2.835 -1.921
C -2.127 2.601 -2.569
C -1.840 1.298 -3.021
S -0.251 1.018 -3.765
O 0.633 1.949 -2.939
C -0.335 1.963 -5.291
C 0.842 1.927 -6.028
C 0.962 2.700 -7.166
C -0.089 3.514 -7.584
C 0.046 4.370 -8.813
C -1.272 3.505 -6.852
C -1.406 2.733 -5.709
H -4.281 -1.864 3.934
H -5.431 -1.124 2.821
H -4.328 -0.104 3.749
H -3.115 -3.262 2.335
H -1.466 -3.426 0.490
H -1.789 0.790 -0.168
H -3.464 0.946 1.633
H -0.315 -3.818 -2.565
H -1.625 -4.838 -4.391
H -3.401 -4.654 -6.060
H -5.131 -3.331 -7.207
H -5.486 -0.951 -6.578
H -4.182 0.062 -4.787
H -4.544 -1.605 -2.061
H -6.561 -1.174 -0.757
H -7.104 1.124 0.000
H -5.617 3.000 -0.598
H -3.543 3.833 -1.579
H -1.400 3.392 -2.733
H 1.671 1.313 -5.699
H 1.891 2.688 -7.721
H 1.055 4.773 -8.893
H -0.661 5.197 -8.785
H -0.155 3.781 -9.711
H -2.099 4.130 -7.166
H -2.331 2.742 -5.148
O 0.270 -3.675 -9.145
C 1.115 -4.126 -8.184
O 1.689 -5.170 -8.351
C 1.264 -3.276 -6.982
C 2.392 -3.441 -6.177
C 2.558 -2.711 -5.022
C 1.581 -1.792 -4.568
C 0.458 -1.629 -5.405
C 0.311 -2.342 -6.576
N 1.789 -1.142 -3.358
C 2.396 -1.917 -2.408
C 3.135 -1.460 -1.334
C 3.872 -2.380 -0.520
C 4.891 -1.927 0.251
C 5.199 -0.537 0.251
C 4.364 0.319 -0.395
N 3.305 -0.096 -1.133
H -0.079 -2.809 -8.910
H 3.138 -4.160 -6.492
H 3.471 -2.812 -4.450
H -0.358 -0.998 -5.121
H -0.614 -2.201 -7.129
H 2.377 -3.003 -2.528
H 3.647 -3.437 -0.598
H 5.483 -2.622 0.836
H 6.055 -0.150 0.781
H 4.553 1.387 -0.345
Se 4.683 4.347 -0.371
Sb 2.777 3.586 -1.630
Se 1.339 2.157 -0.034
Se 3.563 1.817 -3.402
Se 1.485 5.300 -2.728
C 1.847 -1.243 4.337
C 2.268 -0.738 5.710
As 1.467 -1.679 7.266
C 2.022 -0.346 8.595
C 1.253 -0.134 9.739
C 1.649 0.774 10.709
C 2.836 1.476 10.560
C 3.624 1.260 9.439
C 3.222 0.350 8.471
C -0.369 -1.090 6.918
C -1.178 -1.978 6.211
C -2.458 -1.619 5.820
C -2.955 -0.368 6.152
C -2.165 0.518 6.869
C -0.877 0.164 7.240
P 2.109 -0.069 2.878
C 0.986 1.270 3.481
C 1.352 2.327 4.312
C 0.407 3.256 4.728
C -0.913 3.144 4.322
C -1.287 2.096 3.495
C -0.346 1.167 3.083
C 3.767 0.604 3.289
C 4.106 1.900 2.901
C 5.364 2.416 3.175
C 6.298 1.644 3.851
C 5.994 0.332 4.182
C 4.746 -0.191 3.883
H 0.773 -1.452 4.315
H 2.357 -2.179 4.092
H 2.002 0.311 5.828
H 3.344 -0.830 5.822
H 0.324 -0.680 9.866
H 1.031 0.934 11.583
H 3.149 2.189 11.313
H 4.555 1.798 9.313
H 3.858 0.194 7.609
H -0.795 -2.964 5.966
H -3.068 -2.318 5.261
H -3.956 -0.083 5.849
H -2.547 1.496 7.130
H -0.262 0.871 7.784
H 2.380 2.452 4.621
H 0.714 4.076 5.366
H -1.646 3.874 4.643
H -2.316 2.004 3.166
H -0.643 0.352 2.430
H 3.390 2.513 2.367
H 5.604 3.415 2.837
H 7.269 2.057 4.098
H 6.735 -0.294 4.668
H 4.543 -1.236 4.092
*
```

As for the LUMO energy (spin up / spin down): 0.86 / 0.86 eV. As for the relative energy (zero: lowest compared OMol25 entry of this formula, charge and spin): 0.0000 eV. The calculation puts the highest occupied orbital energy (spin up / spin down) at -3.178 / -3.179 eV. For the HOMO-LUMO gap (spin up / spin down), the calculation gives 4.037 / 4.038 eV. The value obtained for the max |F| is 3.94 eV Å⁻¹.

---

[2]
A single C4H5NO molecule. Source: the OMol25 dataset; level of theory: the ωB97M-V functional and the def2-TZVPD basis.

ORCA input file:
```
! RIJCOSX wB97M-V def2-TZVPD def2/J DEFGRID3
* xyz 0 1
N 1.228 1.648 0.152
C 1.475 0.580 -0.480
O 0.675 -0.496 -0.422
C -0.485 -0.312 0.394
C -1.740 -2.116 -0.669
C -1.281 -1.601 0.436
H 1.951 2.341 -0.021
H 2.326 0.372 -1.134
H -1.069 0.520 -0.010
H -0.182 -0.040 1.405
H -1.473 -2.105 1.386
*
```

As for the LUMO energy: -0.52 eV. As for the relative energy (zero: lowest compared OMol25 entry of this formula, charge and spin): 4.4911 eV. The calculation puts the highest occupied orbital energy at -10.423 eV. For the HOMO-LUMO gap, the calculation gives 9.907 eV. The value obtained for the max |F| is 0.67 eV Å⁻¹.

---

Which value of max |F| does entry 1 give? 3.94 eV Å⁻¹